w:
The following is a DFT calculation (the ωB97M-V functional and the def2-TZVPD basis) of a cluster of 3 separate species, C3H10NO4 in total.

Last column: Mulliken charge in e.
Element x y z (Å)
O1 1.5732 1.9377 -1.4441  -0.680
O2 -1.3412 -1.0708 -0.2232  -0.939
O3 -3.8428 0.2215 -0.3408  -0.700
O4 -0.9283 -1.8302 2.0627  -0.769
N1 0.7868 -0.1187 -0.6132  -0.129
C1 1.7080 0.8339 -0.8542  0.662
C2 3.0819 0.5689 -0.1233  -0.989
C3 -0.6731 0.1242 -0.3887  -0.486
H1 -0.7177 0.7589 0.6078  0.201
H2 3.7886 1.0190 -0.7703  0.314
H3 3.1992 -0.5443 -0.1224  0.320
H4 -1.1382 0.6740 -1.1008  0.349
H5 1.1194 -0.7444 0.1125  0.255
H6 -3.0374 -0.3391 -0.2391  0.426
H7 3.1308 1.0442 0.8545  0.220
H8 -1.7826 -1.8120 2.5160  0.240
H9 -3.7751 0.7234 -1.0964  0.260
H10 -1.1514 -1.4462 1.1630  0.444

The value obtained for the LUMO energy is 3.736 eV. The spin multiplicity is 1. The net charge is -1.


x:
The following is a DFT calculation (the ωB97M-V functional and the def2-TZVPD basis) of a cluster of 3 separate species, C3H10NO4 in total.

Last column: Mulliken charge in e.
Element x y z (Å)
O1 -1.5620 -1.0150 2.1598  -0.747
O2 -2.5628 -0.8123 -2.2255  -0.704
O3 -1.6346 0.4151 0.0850  -0.944
O4 3.5902 -0.4818 0.0401  -0.507
N1 0.5713 1.0501 -0.4457  -0.343
C1 -0.7308 1.4405 0.1506  -0.480
C2 1.2476 0.0488 0.3765  -0.231
C3 2.4415 -0.4592 -0.3432  -0.085
H1 -2.3036 -0.1092 -1.5498  0.419
H2 2.2875 -0.8905 -1.3440  0.352
H3 -2.3269 -1.6045 -1.7212  0.290
H4 0.5583 -0.8009 0.3546  0.224
H5 1.1752 1.8520 -0.5923  0.209
H6 -1.0604 2.3105 -0.4366  0.332
H7 -1.5990 -0.3719 1.3646  0.392
H8 -2.2478 -0.6624 2.7477  0.249
H9 1.4340 0.4194 1.3844  0.271
H10 -0.5631 1.7123 1.2188  0.304

The value obtained for the LUMO energy is 3.760 eV. The spin multiplicity is 1. The net charge is -1.


Which is the most stable structure? w is the most stable.


w:
The following is a DFT calculation (the ωB97M-V functional and the def2-TZVPD basis) of an isolated molecule of C2H3ClS.

Last column: Mulliken charge in e.
Element x y z (Å)
Cl1 2.2338 0.7315 -0.1656  -0.149
S1 -1.8540 0.9303 -0.1887  -0.177
C1 -0.3741 -0.3592 -0.0856  -0.330
C2 1.0095 -0.5386 -0.2555  -0.106
H1 1.2573 -1.4513 0.0995  0.357
H2 -1.2339 1.8773 0.4663  0.139
H3 -1.0386 -1.1900 0.1297  0.266

The value obtained for the LUMO energy is 0.478 eV. The spin multiplicity is 1. The net charge is 0. The SMILES is S/C=C\Cl.


x:
The following is a DFT calculation (the ωB97M-V functional and the def2-TZVPD basis) of a cluster of 2 separate species, C2H3ClS in total.

Last column: Mulliken charge in e.
Element x y z (Å)
Cl1 -2.4501 -1.0634 0.0215  -0.139
S1 2.0261 -1.2148 -0.0478  -0.218
C1 -0.2492 0.3000 -0.1657  -0.336
C2 -1.5167 0.3182 -0.2482  -0.028
H1 -2.2633 1.2168 -0.2140  0.286
H2 0.4706 1.1714 -0.1924  0.317
H3 1.4246 -2.2916 0.2540  0.118

The value obtained for the LUMO energy (spin up / spin down) is -2.248 / -2.258 eV. The spin multiplicity is 1. The net charge is 0.


Which is the most stable structure? w is the most stable.


w:
The following is a DFT calculation (the ωB97M-V functional and the def2-TZVPD basis) of an isolated molecule of C5H6N4.

Last column: Mulliken charge in e.
Element x y z (Å)
N1 -2.5903 -1.3689 0.0054  -0.446
N2 -1.5573 0.5445 -0.0420  1.027
N3 -2.8959 0.8012 0.0200  -0.361
N4 -0.7263 1.6004 -0.0393  -1.195
C1 -3.4799 -0.4204 0.0619  0.002
C2 1.2293 0.1813 0.1742  0.293
C3 -1.3725 -0.7751 -0.0668  -0.250
C4 2.1844 -0.8705 -0.0106  -0.901
C5 0.5785 1.3151 0.0042  -0.020
H1 2.6662 -1.1497 0.9315  0.276
H2 1.6542 -1.7410 -0.3998  0.301
H3 2.9418 -0.5993 -0.7548  0.305
H4 -4.5438 -0.5482 0.1070  0.399
H5 -3.2589 1.7396 0.0856  0.240
H6 1.1717 2.2328 0.0209  0.329

The value obtained for the LUMO energy (spin up / spin down) is -0.663 / -0.661 eV. The spin multiplicity is 1. The net charge is 0.


x:
The following is a DFT calculation (the ωB97M-V functional and the def2-TZVPD basis) of an isolated molecule of C5H6N4.

Last column: Mulliken charge in e.
Element x y z (Å)
N1 0.5002 0.0143 -2.5460  -0.656
N2 -0.0504 0.3572 2.0358  -0.647
N3 -1.4708 -0.7477 0.4330  -0.080
N4 0.5116 0.0724 -0.1426  0.133
C1 1.6010 0.7821 0.4200  -0.103
C2 -1.4300 -0.8243 -0.9965  -0.398
C3 -0.4407 -0.1193 0.9069  0.166
C4 1.2114 0.9679 1.7823  -0.460
C5 -0.0809 -0.1817 -1.4350  0.384
H1 1.8588 1.0567 2.7509  0.280
H2 -1.9862 -1.2924 1.0923  0.258
H3 -1.4593 -1.8591 -1.4810  0.288
H4 -0.2569 -0.2261 -3.2655  0.256
H5 2.6144 0.9152 -0.1526  0.318
H6 -2.3689 -0.2165 -1.4722  0.261

The value obtained for the LUMO energy is 0.655 eV. The spin multiplicity is 1. The net charge is 0. The SMILES is [H]/N=C1\CNc2nccn21.


Which is the most stable structure? x is the most stable.


w:
The following is a DFT calculation (the ωB97M-V functional and the def2-TZVPD basis) of a cluster of 2 separate species, CH4O4 in total.

Last column: Mulliken charge in e.
Element x y z (Å)
O1 -2.3946 0.2848 -0.0273  0.063
O2 0.9621 -0.9973 -0.6781  -0.280
O3 0.5185 0.1767 0.0384  -0.381
O4 -2.3591 -0.2205 -1.2458  -0.512
C1 -1.8968 -0.2332 0.9773  -0.216
H1 -1.6238 -1.2506 0.9741  0.357
H2 0.5162 -1.6139 -0.0466  0.333
H3 0.1313 0.6824 -0.6140  0.343
H4 -1.8392 0.4560 1.7545  0.293

The value obtained for the LUMO energy (spin up / spin down) is -0.291 / -0.292 eV. The spin multiplicity is 1. The net charge is 0.


x:
The following is a DFT calculation (the ωB97M-V functional and the def2-TZVPD basis) of an isolated molecule of CH4O4.

Last column: Mulliken charge in e.
Element x y z (Å)
O1 0.7741 -0.1610 -1.1434  -0.530
O2 -1.3554 0.3201 -0.2864  -0.506
O3 0.6130 1.0514 0.7157  -0.489
O4 0.0131 -1.1663 0.6703  -0.539
C1 0.0412 0.0363 0.0300  0.855
H1 0.2665 1.5843 1.4039  0.323
H2 -1.8420 -0.4245 -0.0985  0.279
H3 0.6279 -1.8040 0.4058  0.317
H4 0.8616 0.5636 -1.6974  0.289

The value obtained for the LUMO energy is 0.673 eV. The spin multiplicity is 1. The net charge is 0. The SMILES is OC(O)(O)O.


Which is the most stable structure? x is the most stable.


w:
The following is a DFT calculation (the ωB97M-V functional and the def2-TZVPD basis) of the ion C3H7NOS with charge -2.

Last column: Mulliken charge in e.
Element x y z (Å)
S1 -0.1248 -1.9255 -1.1675  -0.788
O1 -0.3497 2.8436 0.3393  -0.890
N1 -0.8540 -0.0565 1.4826  -0.758
C1 0.9807 -0.9524 -0.0320  -0.702
C2 0.3671 0.3578 0.7193  -0.046
C3 0.0797 1.6786 -0.1854  -0.231
H1 1.8059 -0.4701 -0.6168  0.231
H2 1.0298 1.6962 -0.8505  0.126
H3 1.1523 0.5264 1.5096  0.154
H4 1.7041 -1.5041 0.7085  0.246
H5 -1.5889 -0.3876 0.8119  0.277
H6 -1.1451 0.9009 1.7877  0.307
H7 -0.7503 1.1894 -0.7746  0.076

The value obtained for the LUMO energy is 6.310 eV. The spin multiplicity is 1. The net charge is -2. The SMILES is N[C@H](C[O-])C[S-].


x:
The following is a DFT calculation (the ωB97M-V functional and the def2-TZVPD basis) of the ion C3H7NOS with charge -2.

Last column: Mulliken charge in e.
Element x y z (Å)
S1 -2.1884 0.2224 -1.3700  -0.890
O1 0.8981 -1.7152 1.2332  -0.906
N1 0.0889 1.5527 -0.0588  -0.841
C1 0.3739 0.0996 -0.3481  0.330
C2 -0.8707 -0.7208 -0.6280  -0.693
C3 0.9750 -0.3953 1.0142  -0.753
H1 1.0928 -0.1080 -1.1468  0.270
H2 -0.7095 -1.6195 -1.2572  0.261
H3 -1.2494 -1.1476 0.3111  0.216
H4 1.9442 0.1045 0.8069  0.245
H5 0.5765 0.0830 1.9593  0.202
H6 -0.1772 1.9306 -0.9679  0.276
H7 -0.7541 1.7135 0.4521  0.280

The value obtained for the LUMO energy is 6.324 eV. The spin multiplicity is 1. The net charge is -2. The SMILES is N[C@@H](C[O-])C[S-].


Which is the most stable structure? w is the most stable.


w:
The following is a DFT calculation (the ωB97M-V functional and the def2-TZVPD basis) of a structure of composition C12H12.

Last column: Mulliken charge in e.
Element x y z (Å)
C1 -0.7604 -1.9882 2.0627  -1.074
C2 1.9770 2.8526 1.7660  -0.976
C3 0.9385 0.3225 1.0326  -0.369
C4 -1.3334 -1.7999 -1.6098  -0.164
C5 -0.9551 -1.5328 0.6009  0.605
C6 -0.8097 -0.7489 -2.2084  -0.777
C7 -1.5504 -2.2610 -0.3053  -0.536
C8 1.3067 1.6182 0.8034  0.214
C9 0.2440 1.4503 -1.5371  -0.743
C10 0.9690 2.1114 -0.5648  -0.328
C11 -0.1573 0.0205 -1.2644  0.956
C12 -0.0354 -0.3606 0.0902  0.548
H1 -2.6459 -2.2528 -1.9702  0.098
H2 0.1547 1.8453 -2.5930  0.260
H3 -2.1330 -3.3390 -0.2366  0.218
H4 2.8847 3.5606 1.4143  0.286
H5 -0.9558 -3.2222 2.4324  0.261
H6 1.2016 -0.1253 2.1790  0.020
H7 2.5348 2.4242 2.7915  0.269
H8 0.9456 3.1741 -1.1158  0.117
H9 0.3409 -1.9927 2.2553  0.302
H10 1.1168 3.6519 1.9948  0.240
H11 -1.1901 -0.5360 -3.2446  0.304
H12 -1.2554 -1.2921 2.8970  0.271

The value obtained for the LUMO energy is 0.502 eV. The spin multiplicity is 1. The net charge is 0.


x:
The following is a DFT calculation (the ωB97M-V functional and the def2-TZVPD basis) of a cluster of 2 separate species, C12H12 in total.

Last column: Mulliken charge in e.
Element x y z (Å)
C1 1.4009 0.5291 1.1089  -0.655
C2 2.5791 1.1582 0.8109  -0.200
C3 3.5103 0.6445 -0.0678  -0.590
C4 1.1834 -0.6763 0.4835  0.139
C5 3.2383 -0.5242 -0.7923  -0.422
C6 -3.6416 0.4907 0.0014  -0.159
C7 -3.2271 -0.7225 0.5246  -0.581
C8 -2.7090 1.3210 -0.6519  -0.723
C9 -1.3654 0.7329 -0.8260  -0.122
C10 -1.8725 -1.1702 0.3948  -0.062
C11 -0.9895 -0.5270 -0.3252  -0.030
C12 2.0672 -1.2038 -0.5188  -0.525
H1 1.6989 -2.0661 -1.0822  0.402
H2 3.8478 -0.9683 -1.5358  0.407
H3 -0.0139 -0.9839 -0.7172  0.126
H4 -3.1286 2.2658 -1.2329  0.233
H5 0.6774 1.0206 1.7406  0.427
H6 0.2844 -1.2823 0.7217  0.334
H7 4.3900 1.2723 -0.2863  0.315
H8 -0.6718 1.3478 -1.2911  0.473
H9 -4.6304 0.7391 0.2523  0.397
H10 -1.4977 -2.1151 0.8502  0.259
H11 2.8115 2.1172 1.2193  0.366
H12 -3.9418 -1.3994 1.2195  0.189

The value obtained for the LUMO energy is 0.828 eV. The spin multiplicity is 1. The net charge is 0. The SMILES is c1ccccc1.c1ccccc1.


Which is the most stable structure? x is the most stable.


w:
The following is a DFT calculation (the ωB97M-V functional and the def2-TZVPD basis) of an isolated molecule of C5H9NS2.

Last column: Mulliken charge in e.
Element x y z (Å)
S1 3.9824 -0.2999 -0.1680  -0.330
S2 -0.5184 1.0859 -0.7317  -0.199
N1 1.3675 -0.7837 -0.0252  -0.153
C1 -0.8733 -1.3959 0.0208  -0.474
C2 -2.3776 -1.2314 -0.0986  -0.984
C3 2.4272 -0.0506 -0.4895  -0.226
C4 0.0722 -0.4157 -0.1672  0.476
C5 0.1479 2.3132 0.5199  -0.664
H1 -2.8755 -1.4823 0.8866  0.268
H2 1.5264 -1.6625 0.5591  0.274
H3 -2.6781 -1.9255 -0.8909  0.284
H4 -0.4958 -2.3510 0.2242  0.329
H5 1.1487 1.8716 0.7958  0.265
H6 -0.6873 2.4430 1.3893  0.245
H7 0.4006 3.3524 -0.0682  0.277
H8 -2.6205 -0.2104 -0.5633  0.296
H9 2.0537 0.7428 -1.1932  0.315

The value obtained for the LUMO energy is 0.352 eV. The spin multiplicity is 1. The net charge is 0. The SMILES is C/C=C(/NC=S)SC.


x:
The following is a DFT calculation (the ωB97M-V functional and the def2-TZVPD basis) of an isolated molecule of C5H9NS2.

Last column: Mulliken charge in e.
Element x y z (Å)
S1 -1.4319 0.2784 0.2073  -0.163
S2 1.1572 0.9469 -1.1240  -0.159
N1 0.9148 -2.6619 2.3669  -0.607
C1 0.7883 -1.3322 0.2686  -0.497
C2 0.2115 -0.2084 -0.1685  0.367
C3 -1.2356 1.9770 -0.4226  -0.680
C4 -0.2380 2.0158 -1.6203  -0.550
C5 0.1225 -2.2728 1.1837  -0.553
H1 -2.2036 2.3820 -0.6255  0.412
H2 1.0997 -1.9048 3.0082  0.236
H3 -0.7950 -1.8377 1.5704  0.399
H4 -0.7189 1.6475 -2.4935  0.314
H5 -0.8034 2.4982 0.4188  0.325
H6 0.0635 3.0563 -1.8568  0.363
H7 1.8296 -3.0174 2.0704  0.218
H8 1.6889 -1.6559 -0.1304  0.316
H9 -0.0616 -3.2151 0.6924  0.260

The value obtained for the LUMO energy is 0.664 eV. The spin multiplicity is 1. The net charge is 0. The SMILES is NCC=C1SCCS1.


Which is the most stable structure? x is the most stable.